# 1
Molecular formula: C24H57ClF12O23P7S
Method: DFT, wB97M-V/def2-TZVPD

```
125
Properties=species:S:1:pos:R:3:lowdin_charge:R:1
C 1.804 4.400 0.679 -0.34
P 1.859 2.564 0.496 0.74
O 1.610 2.142 2.110 -0.41
P -0.054 2.085 -0.642 0.50
C -0.608 0.704 0.518 -0.40
C -0.816 -0.652 -0.179 -0.35
C 0.513 -1.322 -0.479 -0.54
Cl 1.023 -2.219 1.009 0.53
C 0.463 3.355 -2.080 -0.72
F 0.095 2.915 -3.317 0.04
F 1.835 3.382 -2.160 -0.01
F 0.045 4.624 -1.955 0.07
S -2.114 1.858 -1.775 0.66
O -2.562 3.142 -2.296 -0.38
O -2.135 0.812 -2.784 -0.38
C -3.527 1.551 -0.541 -0.48
F -3.598 0.267 -0.131 0.09
F -3.325 2.363 0.524 0.08
C -4.922 1.913 -1.107 -0.38
F -5.037 1.529 -2.397 0.15
F -5.152 3.242 -1.027 0.15
C -6.106 1.225 -0.353 -0.33
F -7.237 1.774 -0.878 0.14
F -6.163 -0.100 -0.606 0.14
C -6.234 1.471 1.168 -0.53
F -6.356 2.775 1.438 0.18
F -7.362 0.851 1.573 0.16
F -5.223 0.957 1.862 0.17
H 2.275 4.687 1.603 0.01
H 2.409 4.806 -0.119 0.02
H 0.802 4.807 0.572 0.02
H 0.890 2.663 2.477 0.03
H -0.742 3.133 0.088 0.00
H 0.567 1.097 -1.488 0.02
H 0.152 0.448 1.250 0.04
H -1.467 0.983 1.119 0.06
H -1.296 -1.278 0.566 0.08
H -1.495 -0.630 -1.021 0.07
H 1.303 -0.615 -0.662 0.04
H 0.430 -2.070 -1.248 0.06
C -0.959 -3.763 4.107 -0.09
O -2.211 -3.057 4.114 -0.21
P -2.182 -1.542 4.561 0.33
O -1.400 -0.632 3.742 -0.20
O -1.695 -1.576 6.085 -0.22
C -2.375 -2.412 7.023 -0.10
O -3.735 -1.240 4.638 -0.22
C -4.115 0.089 5.012 -0.08
H -0.871 -4.293 3.163 0.09
H -0.110 -3.088 4.212 0.09
H -0.958 -4.482 4.927 0.08
H -1.677 -3.161 7.396 0.09
H -3.234 -2.914 6.577 0.09
H -2.714 -1.795 7.854 0.09
H -3.463 0.481 5.795 0.09
H -5.134 0.040 5.389 0.09
H -4.076 0.744 4.143 0.08
C 5.776 -1.290 -1.586 -0.06
O 5.619 -2.591 -2.185 -0.25
P 4.619 -3.593 -1.480 0.32
O 3.232 -3.169 -1.425 -0.21
O 5.250 -3.845 -0.037 -0.21
C 6.609 -4.273 0.082 -0.09
O 4.911 -4.921 -2.296 -0.22
C 4.159 -6.081 -1.917 -0.09
H 5.705 -0.545 -2.374 0.09
H 5.008 -1.093 -0.838 0.10
H 6.760 -1.233 -1.123 0.09
H 7.170 -3.508 0.616 0.09
H 7.071 -4.445 -0.890 0.09
H 6.630 -5.198 0.656 0.09
H 4.042 -6.137 -0.834 0.09
H 4.711 -6.952 -2.261 0.09
H 3.178 -6.057 -2.387 0.09
C 3.855 9.651 3.108 -0.09
O 2.730 8.972 3.678 -0.21
P 1.736 8.252 2.675 0.33
O 2.285 7.184 1.857 -0.20
O 1.113 9.430 1.795 -0.22
C 0.512 10.556 2.438 -0.10
O 0.593 7.841 3.687 -0.22
C -0.525 7.128 3.131 -0.07
H 4.742 9.366 3.667 0.09
H 3.996 9.390 2.059 0.09
H 3.703 10.727 3.197 0.09
H 1.076 11.451 2.177 0.09
H 0.493 10.448 3.522 0.09
H -0.509 10.657 2.072 0.09
H -0.799 7.523 2.152 0.09
H -1.361 7.255 3.813 0.09
H -0.282 6.071 3.039 0.09
C 6.500 -3.715 -8.169 -0.09
O 5.250 -3.023 -8.123 -0.21
P 5.266 -1.526 -7.598 0.31
O 6.050 -0.581 -8.382 -0.22
O 5.760 -1.615 -6.090 -0.21
C 5.094 -2.500 -5.171 -0.08
O 3.711 -1.269 -7.525 -0.22
C 3.280 0.028 -7.074 -0.07
H 6.582 -4.206 -9.136 0.09
H 7.344 -3.037 -8.041 0.09
H 6.518 -4.468 -7.381 0.09
H 5.803 -3.251 -4.830 0.09
H 4.239 -2.996 -5.631 0.09
H 4.752 -1.922 -4.321 0.08
H 3.907 0.389 -6.258 0.09
H 2.260 -0.076 -6.715 0.09
H 3.310 0.735 -7.900 0.09
C -4.906 -7.428 1.747 -0.09
O -4.536 -6.054 1.599 -0.21
P -5.706 -4.994 1.459 0.32
O -6.626 -4.899 2.584 -0.22
O -6.455 -5.383 0.104 -0.22
C -5.700 -5.511 -1.107 -0.09
O -4.854 -3.717 1.114 -0.20
C -5.566 -2.483 0.900 -0.07
H -4.327 -7.849 2.566 0.09
H -5.968 -7.540 1.966 0.09
H -4.667 -7.961 0.827 0.09
H -5.774 -6.540 -1.458 0.08
H -4.651 -5.254 -0.965 0.09
H -6.130 -4.846 -1.853 0.09
H -6.497 -2.656 0.357 0.09
H -4.924 -1.842 0.314 0.07
H -5.781 -2.014 1.859 0.09
```

Net charge: -1
E_HOMO, eV: -4.417
Kohn-Sham gap, eV: 6.3940
DFT total energy, eV: -193906.1270
Lowest unoccupied orbital energy, eV: 1.98

# 2
Molecular formula: C18H22CuN4O4S2Si
Method: DFT, wB97M-V/def2-TZVPD

```
52
Properties=species:S:1:pos:R:3:nbo_charge:R:1
Cu 1.713 -0.356 -0.285 1.18
C 0.335 -6.124 2.642 -1.11
Si -0.695 -4.736 1.865 1.62
C -2.364 -4.563 2.695 -1.11
C -0.941 -5.211 0.060 -1.12
C 0.276 -3.137 2.163 -0.51
C 0.472 -2.774 3.502 -0.10
C 1.169 -1.608 3.851 -0.27
C 1.632 -0.827 2.808 0.06
N 1.476 -1.180 1.521 -0.62
C 0.786 -2.282 1.143 0.06
S 0.576 -2.501 -0.552 -0.09
H -0.177 -7.107 2.562 0.24
H 0.552 -5.933 3.700 0.23
H 1.291 -6.234 2.092 0.24
H -2.964 -5.466 2.541 0.25
H -2.888 -3.696 2.261 0.25
H -2.300 -4.418 3.776 0.24
H -1.570 -6.108 0.029 0.25
H 0.013 -5.414 -0.445 0.24
H -1.441 -4.401 -0.507 0.25
H 0.087 -3.419 4.290 0.22
H 1.315 -1.299 4.885 0.24
H 2.187 0.107 2.979 0.21
O -1.458 7.378 0.597 -1.00
S -2.161 7.877 -0.610 2.36
O -3.628 7.874 -0.541 -0.99
O -1.509 9.053 -1.210 -0.98
C -2.019 6.620 -1.879 0.15
N -2.539 6.943 -3.083 -0.36
C -2.398 5.979 -4.022 0.07
C -1.780 4.759 -3.771 -0.29
C -1.286 4.529 -2.470 0.16
N -1.441 5.496 -1.540 -0.44
C -0.585 3.335 -1.992 0.04
C -0.300 2.239 -2.806 -0.23
C 0.421 1.185 -2.284 0.05
N 0.848 1.143 -0.994 -0.64
C 0.517 2.190 -0.192 0.04
C -0.195 3.273 -0.650 -0.21
H -2.798 6.202 -5.033 0.20
H -1.601 4.033 -4.590 0.21
H -0.621 2.188 -3.873 0.24
H 0.649 0.316 -2.930 0.21
H 0.867 2.157 0.845 0.21
H -0.447 4.134 -0.012 0.30
C 4.208 -2.051 -0.947 -0.26
O 3.682 -0.715 -1.076 -0.79
H 5.120 -2.197 -1.522 0.19
H 3.448 -2.785 -1.237 0.20
H 4.431 -2.190 0.108 0.19
H 4.034 -0.274 -1.860 0.51
```

Net charge: 0
E_HOMO (spin up / spin down), eV: -7.145 / -7.145
Kohn-Sham gap (spin up / spin down), eV: 5.9156 / 3.4379
DFT total energy, eV: -107359.7376
2S+1: 2
Lowest unoccupied orbital energy (spin up / spin down), eV: -1.23 / -3.71

# 3
Molecular formula: C32H8Cl2F15GeIrNO6S
Method: DFT, wB97M-V/def2-TZVPD

```
67
Properties=species:S:1:pos:R:3:nbo_charge:R:1
Ir -0.932 0.184 0.038 1.18
O 0.343 4.095 1.400 -0.62
C 0.066 2.955 0.815 0.81
O -1.048 2.476 0.713 -0.59
C 1.234 2.282 0.177 0.10
C 2.531 2.757 0.128 -0.15
C 3.435 2.074 -0.674 -0.13
C 2.990 1.016 -1.460 -0.18
C 1.675 0.601 -1.344 0.08
N 0.853 1.184 -0.469 -0.39
C 0.941 -0.363 -2.249 0.79
O 1.624 -1.131 -3.078 -0.61
O -0.270 -0.382 -2.251 -0.56
H -0.457 4.467 1.811 0.53
H 2.805 3.644 0.679 0.27
H 4.463 2.402 -0.740 0.25
H 3.665 0.560 -2.172 0.24
H 2.580 -1.063 -2.964 0.50
Cl -4.061 -6.372 0.735 0.05
C -3.594 -4.718 0.574 -0.07
C -4.589 -3.720 0.653 -0.16
C -4.281 -2.396 0.531 -0.11
Cl -5.533 -1.219 0.611 0.06
C -2.938 -1.967 0.313 0.41
O -2.706 -0.716 0.149 -0.63
C -1.950 -2.995 0.247 -0.23
C -0.596 -2.698 0.066 0.41
O -0.037 -1.564 0.033 -0.57
C -2.300 -4.369 0.372 -0.17
H -5.620 -4.009 0.812 0.26
H 0.100 -3.532 -0.031 0.19
H -1.528 -5.124 0.311 0.24
F 0.440 2.311 4.003 -0.33
C -0.283 2.144 5.128 0.41
C -1.598 1.720 5.058 -0.58
C -2.299 1.702 6.253 0.41
F -3.599 1.375 6.263 -0.31
C -1.721 2.033 7.466 0.26
F -2.427 1.995 8.589 -0.27
C -0.390 2.417 7.498 0.31
F 0.182 2.742 8.646 -0.27
C 0.333 2.484 6.318 0.25
F 1.598 2.895 6.334 -0.28
Ge -2.463 1.162 3.385 1.41
S -0.888 -0.016 2.320 -0.43
C -3.812 -0.178 3.864 -0.59
C -5.177 -0.090 3.660 0.42
F -5.718 1.007 3.114 -0.31
C -6.046 -1.113 3.998 0.25
F -7.348 -0.999 3.760 -0.28
C -5.547 -2.268 4.574 0.31
F -6.365 -3.259 4.893 -0.27
C -4.187 -2.384 4.818 0.25
F -3.703 -3.483 5.387 -0.28
C -3.354 -1.341 4.464 0.40
F -2.046 -1.469 4.742 -0.31
C -3.314 2.746 2.602 -0.58
C -4.102 2.622 1.472 0.42
F -4.141 1.445 0.842 -0.30
C -4.838 3.664 0.945 0.25
F -5.584 3.492 -0.139 -0.27
C -4.779 4.906 1.558 0.32
F -5.470 5.923 1.071 -0.27
C -3.971 5.084 2.669 0.24
F -3.876 6.282 3.238 -0.28
C -3.246 4.012 3.162 0.39
F -2.419 4.270 4.192 -0.31
```

Net charge: +1
E_HOMO, eV: -11.027
Kohn-Sham gap, eV: 6.3216
DFT total energy, eV: -183078.5773
Lowest unoccupied orbital energy, eV: -4.71

Please write out number 2 again, unchanged.
Molecular formula: C18H22CuN4O4S2Si
Method: DFT, wB97M-V/def2-TZVPD

```
52
Properties=species:S:1:pos:R:3:nbo_charge:R:1
Cu 1.713 -0.356 -0.285 1.18
C 0.335 -6.124 2.642 -1.11
Si -0.695 -4.736 1.865 1.62
C -2.364 -4.563 2.695 -1.11
C -0.941 -5.211 0.060 -1.12
C 0.276 -3.137 2.163 -0.51
C 0.472 -2.774 3.502 -0.10
C 1.169 -1.608 3.851 -0.27
C 1.632 -0.827 2.808 0.06
N 1.476 -1.180 1.521 -0.62
C 0.786 -2.282 1.143 0.06
S 0.576 -2.501 -0.552 -0.09
H -0.177 -7.107 2.562 0.24
H 0.552 -5.933 3.700 0.23
H 1.291 -6.234 2.092 0.24
H -2.964 -5.466 2.541 0.25
H -2.888 -3.696 2.261 0.25
H -2.300 -4.418 3.776 0.24
H -1.570 -6.108 0.029 0.25
H 0.013 -5.414 -0.445 0.24
H -1.441 -4.401 -0.507 0.25
H 0.087 -3.419 4.290 0.22
H 1.315 -1.299 4.885 0.24
H 2.187 0.107 2.979 0.21
O -1.458 7.378 0.597 -1.00
S -2.161 7.877 -0.610 2.36
O -3.628 7.874 -0.541 -0.99
O -1.509 9.053 -1.210 -0.98
C -2.019 6.620 -1.879 0.15
N -2.539 6.943 -3.083 -0.36
C -2.398 5.979 -4.022 0.07
C -1.780 4.759 -3.771 -0.29
C -1.286 4.529 -2.470 0.16
N -1.441 5.496 -1.540 -0.44
C -0.585 3.335 -1.992 0.04
C -0.300 2.239 -2.806 -0.23
C 0.421 1.185 -2.284 0.05
N 0.848 1.143 -0.994 -0.64
C 0.517 2.190 -0.192 0.04
C -0.195 3.273 -0.650 -0.21
H -2.798 6.202 -5.033 0.20
H -1.601 4.033 -4.590 0.21
H -0.621 2.188 -3.873 0.24
H 0.649 0.316 -2.930 0.21
H 0.867 2.157 0.845 0.21
H -0.447 4.134 -0.012 0.30
C 4.208 -2.051 -0.947 -0.26
O 3.682 -0.715 -1.076 -0.79
H 5.120 -2.197 -1.522 0.19
H 3.448 -2.785 -1.237 0.20
H 4.431 -2.190 0.108 0.19
H 4.034 -0.274 -1.860 0.51
```

Net charge: 0
E_HOMO (spin up / spin down), eV: -7.145 / -7.145
Kohn-Sham gap (spin up / spin down), eV: 5.9156 / 3.4379
DFT total energy, eV: -107359.7376
2S+1: 2
Lowest unoccupied orbital energy (spin up / spin down), eV: -1.23 / -3.71

Which value of net charge does entry 2 give?
0

Which formula does entry 1 have?
C24H57ClF12O23P7S

Which value of net charge does entry 1 give?
-1